DFT (ωB97M-V/def2-TZVPD) results for 13 unconnected molecules or ions with the total composition C4H35NO12S at a distorted geometry.

Each atom is followed by the atoms it is bonded to, with distances in Å.
Atoms and positions in Å:
1 H -4.360 -1.000 -2.204  O52 0.945
2 H 3.191 -1.179 -0.641  O8 0.994
3 O 3.719 -0.236 2.345  H47 1.047, H49 1.056
4 N -0.720 0.200 -0.855  C14 1.465, C16 1.564, H19 0.960
5 C 0.518 -1.913 -0.936  C14 1.602, H25 1.114, H31 1.045, C36 1.546
6 O 0.844 4.083 -1.260  H39 0.947, H48 0.921
7 H 1.648 -4.654 0.015  S21 1.353
8 O 3.590 -1.748 0.069  H2 0.994, H27 0.980
9 H 0.899 -0.557 3.691  O17 0.898
10 O -0.786 2.655 1.862  H41 0.977, H44 0.910
11 O -3.392 -2.506 0.525  H15 0.922, H18 0.888
12 H -2.224 3.761 -0.404  O34 0.909
13 H 2.991 1.351 -0.677  O29 0.984
14 C -0.833 -1.203 -0.449  N4 1.465, C5 1.602, H26 1.102, H51 1.109
15 H -3.947 -2.209 1.199  O11 0.922
16 C -1.883 0.655 -1.796  N4 1.564, H24 1.203, H35 1.091, H43 1.177
17 O 0.635 0.299 3.743  H9 0.898, H37 1.045
18 H -3.881 -2.325 -0.193  O11 0.888
19 H 0.161 0.430 -1.159  N4 0.960
20 H -2.256 2.379 0.187  O34 0.873
21 S 1.694 -4.574 -1.334  H7 1.353, C36 1.862
22 H -2.272 -1.504 2.173  O30 0.902
23 H -0.277 -3.433 -2.121  C36 1.172
24 H -1.623 1.704 -2.324  C16 1.203
25 H 1.336 -1.511 -0.296  C5 1.114
26 H -0.747 -1.314 0.643  C14 1.102
27 H 4.511 -2.026 -0.120  O8 0.980
28 H 1.313 2.315 -3.577  O50 0.948
29 O 2.538 0.495 -0.506  H13 0.984, H40 0.960
30 O -2.571 -1.943 2.902  H22 0.902, H38 0.969
31 H 0.990 -1.575 -1.805  C5 1.045
32 H -4.523 -0.146 -0.743  O52 0.988
33 H 2.601 1.647 -3.873  O50 0.904
34 O -2.655 2.965 -0.323  H12 0.909, H20 0.873
35 H -2.794 0.712 -1.198  C16 1.091
36 C 0.249 -3.429 -1.073  C5 1.546, S21 1.862, H23 1.172, H46 1.160
37 H 1.482 0.769 3.349  O17 1.045
38 H -2.321 -2.860 2.714  O30 0.969
39 H 1.248 3.853 -2.085  O6 0.947
40 H 2.147 0.649 0.357  O29 0.960
41 H -1.190 2.173 2.610  O10 0.977
42 O 1.844 2.883 2.665  H45 1.044, H53 0.934
43 H -1.823 -0.111 -2.689  C16 1.177
44 H -0.546 1.874 1.461  O10 0.910
45 H 1.452 3.725 3.141  O42 1.044
46 H -0.423 -3.713 -0.171  C36 1.160
47 H 3.966 -0.861 1.542  O3 1.047
48 H 1.248 4.840 -0.927  O6 0.921
49 H 2.740 -0.404 1.986  O3 1.056
50 O 2.019 2.253 -4.207  H28 0.948, H33 0.904
51 H -1.749 -1.604 -0.929  C14 1.109
52 O -4.505 -0.982 -1.271  H1 0.945, H32 0.988
53 H 2.727 2.845 2.965  O42 0.934

Calculated total energy   -41606.494 eV
ΔE to the lowest compared entry with this formula, charge and spin   92.1 kcal/mol
Kohn-Sham gap   8.43 eV
E_LUMO   -0.15 eV

Atom charges from the Löwdin analysis, given in e for atoms 1 to 6: number 1, H, carries 0.048; number 2, H, carries 0.036; number 3, O, carries -0.164; number 4, N, carries -0.108; number 5, C, carries -0.269; number 6, O, carries -0.007